1.
{"formula": "C39H38N2O2P2S2SeTi", "method": "wB97M-V/def2-TZVPD", "homo_ev": [1.080, 1.066], "charge": -2, "max_force_ev_per_a": 0.9, "spin_multiplicity": 1, "elements": ["Ti", "C", "O", "C", "C", "O", "C", "H", "H", "H", "H", "H", "H", "H", "H", "H", "H", "S", "C", "C", "C", "C", "C", "C", "C", "C", "C", "N", "H", "H", "H", "H", "H", "H", "S", "C", "N", "Se", "C", "P", "C", "C", "C", "C", "C", "C", "C", "C", "C", "C", "C", "C", "P", "C", "C", "C", "C", "C", "C", "C", "C", "C", "C", "C", "C", "H", "H", "H", "H", "H", "H", "H", "H", "H", "H", "H", "H", "H", "H", "H", "H", "H", "H", "H", "H", "H", "H"], "coordinates": [[-1.7702, 0.0557, -3.4829], [-0.9330, 2.4832, -1.4292], [-1.9861, 1.5310, -1.5222], [-3.2439, 2.1670, -1.4313], [-4.3162, 1.1351, -1.6683], [-4.0316, 0.4921, -2.8998], [-5.0473, -0.4294, -3.2892], [-0.9936, 2.9906, -0.4577], [-1.0094, 3.2076, -2.2470], [0.0008, 1.9394, -1.5356], [-3.2978, 2.9670, -2.1797], [-3.3726, 2.6040, -0.4311], [-5.2932, 1.6364, -1.7354], [-4.3588, 0.4056, -0.8577], [-5.9748, 0.1217, -3.4888], [-5.2111, -1.1600, -2.4924], [-4.6746, -0.9269, -4.1830], [1.9601, 1.6723, -5.3207], [2.6058, 0.7959, -3.9594], [1.6152, 0.2928, -3.1741], [0.2704, 0.5313, -3.5983], [0.3140, 1.3570, -4.7555], [-0.8155, 1.9966, -5.2704], [-0.8516, 2.8037, -6.4359], [-1.9571, 3.5152, -6.7844], [-3.1146, 3.3895, -5.9475], [-3.0780, 2.5329, -4.8923], [-1.9983, 1.7937, -4.5133], [3.6688, 0.6360, -3.8596], [1.8681, -0.2987, -2.3009], [0.0496, 2.8575, -7.0386], [-1.9731, 4.1388, -7.6698], [-4.0361, 3.9146, -6.1682], [-3.9709, 2.3608, -4.3019], [-2.2498, -1.8665, -1.5227], [-3.5501, -1.7951, -0.4814], [-4.4438, -1.7757, 0.2681], [-2.0486, -1.4905, -5.2211], [2.4278, -0.2626, 1.1629], [0.7915, -0.5194, 0.3013], [-0.4249, -0.0840, 1.5952], [-0.4188, 1.2437, 2.0342], [-1.3928, 1.7158, 2.8961], [-2.4147, 0.8710, 3.3137], [-2.4561, -0.4352, 2.8510], [-1.4665, -0.9105, 1.9998], [0.7437, -2.3400, 0.1433], [0.8869, -2.8474, -1.1450], [0.8882, -4.2172, -1.3696], [0.7368, -5.0941, -0.3079], [0.5786, -4.5987, 0.9811], [0.5846, -3.2316, 1.2022], [3.1274, -1.4279, 2.4120], [4.5322, -0.4149, 3.0429], [5.3353, 0.3225, 2.1683], [6.4481, 1.0103, 2.6284], [6.7881, 0.9716, 3.9734], [6.0023, 0.2389, 4.8524], [4.8885, -0.4457, 4.3914], [1.9963, -1.2621, 3.8473], [1.4976, -0.0399, 4.2926], [0.6207, 0.0201, 5.3613], [0.2455, -1.1462, 6.0162], [0.7502, -2.3686, 5.5989], [1.6179, -2.4235, 4.5164], [2.4434, 0.7750, 1.5145], [3.1280, -0.2822, 0.3199], [0.3464, 1.9264, 1.6764], [-1.3697, 2.7496, 3.2231], [-3.1945, 1.2411, 3.9691], [-3.2805, -1.0885, 3.1030], [-1.5420, -1.9188, 1.6188], [0.9413, -2.1727, -1.9929], [0.9660, -4.5862, -2.3840], [0.7174, -6.1632, -0.4841], [0.4385, -5.2778, 1.8142], [0.4308, -2.8569, 2.2068], [5.0951, 0.3706, 1.1138], [7.0475, 1.5795, 1.9285], [7.6553, 1.5115, 4.3333], [6.2524, 0.2026, 5.9061], [4.2793, -1.0008, 5.0944], [1.7793, 0.8733, 3.7846], [0.2117, 0.9741, 5.6687], [-0.4527, -1.1002, 6.8431], [0.4531, -3.2830, 6.0976], [1.9884, -3.3799, 4.1646]], "forces_ev_per_angstrom": [[0.1, 0.0, -0.9], [0.0, 0.0, 0.0], [0.0, 0.0, 0.2], [0.0, -0.1, 0.0], [-0.1, 0.1, 0.0], [0.1, 0.0, 0.1], [0.1, -0.1, 0.1], [0.0, 0.0, 0.0], [0.0, 0.0, 0.0], [0.0, 0.0, 0.0], [0.0, 0.0, 0.0], [0.0, 0.0, 0.0], [0.0, 0.0, 0.0], [0.0, 0.0, 0.0], [0.0, 0.0, 0.0], [0.0, 0.0, 0.0], [0.0, 0.0, 0.0], [0.1, -0.1, 0.0], [-0.1, 0.0, 0.0], [0.2, -0.1, 0.1], [-0.4, 0.1, 0.0], [0.0, -0.1, 0.2], [-0.1, 0.0, 0.0], [0.1, 0.0, -0.1], [0.0, -0.1, 0.1], [-0.1, 0.0, 0.0], [-0.1, 0.0, 0.1], [0.1, -0.1, -0.1], [0.0, 0.0, 0.0], [0.0, 0.0, 0.0], [0.0, 0.0, 0.0], [0.0, 0.0, 0.0], [0.0, 0.0, 0.0], [0.0, 0.0, -0.1], [0.0, -0.1, 0.1], [0.2, 0.1, 0.0], [-0.1, 0.0, 0.0], [0.0, 0.2, 0.3], [0.1, 0.2, -0.1], [-0.1, 0.0, -0.1], [0.0, 0.0, 0.0], [0.0, 0.0, 0.0], [0.0, 0.0, 0.0], [-0.1, 0.0, 0.0], [0.0, 0.0, 0.0], [-0.1, 0.0, 0.0], [0.0, 0.0, 0.1], [0.0, 0.0, -0.1], [0.0, 0.0, 0.0], [0.0, 0.0, 0.0], [0.0, 0.0, 0.0], [0.0, 0.0, 0.1], [0.0, 0.0, 0.0], [0.0, 0.1, -0.1], [0.0, 0.0, 0.0], [0.0, 0.0, 0.0], [0.0, 0.0, 0.0], [0.0, 0.0, 0.0], [0.0, 0.0, 0.0], [0.0, 0.0, 0.0], [0.0, 0.0, 0.0], [0.0, 0.0, 0.0], [0.0, 0.0, 0.0], [0.0, 0.0, 0.0], [0.0, 0.1, 0.0], [0.0, -0.1, 0.1], [0.0, 0.0, 0.1], [0.0, 0.0, 0.0], [0.0, 0.0, 0.0], [0.0, 0.0, 0.0], [0.0, 0.0, 0.0], [0.0, 0.0, -0.1], [0.0, 0.0, 0.0], [0.0, 0.0, 0.0], [0.0, 0.0, 0.0], [0.0, 0.0, 0.0], [0.0, 0.0, 0.0], [0.0, 0.0, 0.0], [0.0, 0.0, 0.0], [0.0, 0.0, 0.0], [0.0, 0.0, 0.0], [0.0, 0.0, 0.0], [0.0, 0.0, 0.0], [0.0, 0.0, 0.0], [0.0, 0.0, 0.0], [0.0, 0.0, 0.0], [0.0, 0.0, 0.0]]}

***

2.
{"formula": "C39H39AuN6O2STe", "method": "wB97M-V/def2-TZVPD", "homo_ev": [-12.521, -12.972], "de_lowest_ev": 0.000, "charge": 2, "max_force_ev_per_a": 0.3, "spin_multiplicity": 3, "elements": ["Au", "C", "C", "C", "C", "C", "O", "C", "C", "C", "C", "C", "C", "C", "O", "C", "C", "C", "N", "C", "C", "Te", "C", "C", "C", "C", "C", "C", "C", "C", "C", "C", "C", "C", "H", "H", "H", "H", "H", "H", "H", "H", "H", "H", "H", "H", "H", "H", "H", "H", "H", "H", "H", "H", "H", "H", "H", "H", "C", "C", "C", "C", "N", "C", "N", "N", "N", "H", "H", "H", "H", "H", "H", "H", "H", "H", "H", "S", "C", "N", "C", "C", "C", "C", "H", "H", "H", "H", "H"], "coordinates": [[-0.0806, 0.2696, -0.2638], [6.5597, -0.5439, 0.3222], [5.1944, -0.0163, -0.0270], [4.7623, 1.2354, 0.4089], [3.5034, 1.7232, 0.1000], [3.0056, 3.0019, 0.7076], [2.0280, 2.9593, 1.4345], [3.7361, 4.2605, 0.4411], [4.6902, 4.3417, -0.5719], [5.3360, 5.5425, -0.8247], [5.0392, 6.6597, -0.0579], [4.0971, 6.5824, 0.9631], [3.4456, 5.3891, 1.2101], [2.6263, 0.9756, -0.6999], [1.4559, 1.5362, -1.0661], [3.0351, -0.3047, -1.1181], [4.3138, -0.7655, -0.7862], [2.1448, -1.1503, -1.9147], [0.8682, -1.0744, -1.7468], [-0.0835, -1.5673, -2.7442], [-0.0579, -0.6529, -3.9741], [0.1597, 1.4312, -3.4698], [2.0278, 1.6990, -4.3542], [2.9711, 2.4988, -3.7159], [4.2028, 2.6975, -4.3226], [4.4767, 2.1219, -5.5562], [3.5169, 1.3518, -6.2002], [2.2851, 1.1368, -5.6022], [2.7660, -2.0424, -2.9264], [2.5004, -3.4115, -2.9347], [3.1045, -4.2272, -3.8774], [3.9632, -3.6786, -4.8218], [4.2411, -2.3186, -4.8072], [3.6602, -1.5018, -3.8495], [7.1004, 0.1507, 0.9626], [7.1589, -0.7066, -0.5748], [6.4891, -1.4975, 0.8462], [5.4226, 1.8390, 1.0231], [4.9306, 3.4617, -1.1562], [6.0772, 5.6079, -1.6103], [5.5505, 7.5941, -0.2483], [3.8831, 7.4542, 1.5666], [2.7196, 5.3058, 2.0080], [4.6143, -1.7498, -1.1271], [-1.0712, -1.5823, -2.2867], [0.1360, -2.5797, -3.0781], [-0.9662, -0.7501, -4.5672], [0.8099, -0.8703, -4.5946], [2.7539, 2.9575, -2.7604], [4.9474, 3.3140, -3.8361], [5.4366, 2.2880, -6.0269], [3.7221, 0.9237, -7.1723], [1.5402, 0.5465, -6.1213], [1.8524, -3.8422, -2.1806], [2.9140, -5.2919, -3.8703], [4.4306, -4.3177, -5.5590], [4.9252, -1.8973, -5.5320], [3.8972, -0.4443, -3.8161], [-1.3024, 4.6676, 3.8827], [-2.4950, 5.1864, 3.0868], [-3.7541, 4.3750, 3.3721], [-2.1927, 5.2600, 1.5902], [-1.9622, 3.9363, 0.9996], [-0.8664, 3.1840, 0.9941], [-1.1837, 2.0489, 0.4113], [-2.4870, 2.1225, 0.0577], [-2.9598, 3.2515, 0.4154], [-1.5027, 4.7338, 4.9521], [-0.3945, 5.2390, 3.6802], [-1.1021, 3.6150, 3.6569], [-2.6761, 6.2243, 3.3802], [-3.6109, 3.3204, 3.1186], [-4.6099, 4.7388, 2.8028], [-4.0051, 4.4292, 4.4314], [-1.3019, 5.8558, 1.3929], [-3.0269, 5.6864, 1.0370], [0.1066, 3.4536, 1.3791], [-1.4457, -1.3781, 0.7986], [-1.8470, -0.6656, 2.3147], [-3.0349, -1.0289, 2.8567], [-3.4867, -0.6211, 4.0635], [-2.7342, 0.2308, 4.8160], [-1.4976, 0.6433, 4.3038], [-1.0572, 0.2041, 3.0765], [-3.6147, -1.6507, 2.3051], [-4.4488, -1.0084, 4.3649], [-3.0895, 0.5578, 5.7811], [-0.8689, 1.3022, 4.8893], [-0.0894, 0.4963, 2.6956]], "forces_ev_per_angstrom": [[0.0, -0.1, 0.0], [0.0, 0.0, 0.0], [0.1, 0.0, 0.0], [0.0, 0.0, 0.0], [-0.1, 0.0, -0.1], [0.2, -0.1, 0.0], [-0.1, 0.0, 0.0], [0.0, 0.0, 0.0], [0.0, 0.0, 0.0], [0.0, 0.0, 0.0], [0.0, 0.0, 0.0], [0.0, 0.0, 0.0], [0.0, 0.0, 0.0], [-0.1, 0.3, 0.0], [0.2, 0.0, 0.0], [0.1, 0.0, 0.0], [0.0, 0.0, 0.0], [0.1, -0.1, 0.0], [-0.1, 0.0, 0.0], [0.0, 0.0, -0.1], [-0.1, 0.0, 0.0], [0.0, 0.0, 0.0], [0.0, 0.0, 0.0], [0.0, 0.0, 0.0], [0.0, 0.0, 0.0], [0.0, 0.0, 0.0], [0.0, 0.0, 0.0], [0.0, 0.0, 0.0], [0.0, 0.0, 0.0], [0.0, 0.0, 0.0], [0.0, 0.0, 0.0], [0.0, 0.0, 0.0], [0.0, 0.0, 0.0], [0.0, 0.0, 0.0], [0.0, 0.0, 0.0], [0.0, 0.0, 0.0], [0.0, 0.0, 0.0], [0.0, 0.0, 0.0], [0.0, 0.0, 0.0], [0.0, 0.0, 0.0], [0.0, 0.0, 0.0], [0.0, 0.0, 0.0], [0.0, 0.0, 0.0], [0.0, 0.0, 0.0], [0.0, 0.0, 0.0], [0.0, 0.0, 0.0], [0.0, 0.0, 0.0], [0.0, 0.0, 0.0], [0.0, 0.0, 0.1], [0.0, 0.0, 0.0], [0.0, 0.0, 0.0], [0.0, 0.0, 0.0], [0.0, 0.0, 0.0], [0.0, 0.0, 0.0], [0.0, 0.0, 0.0], [0.0, 0.0, 0.0], [0.0, 0.0, 0.0], [0.0, 0.0, 0.0], [0.0, 0.0, 0.0], [0.0, 0.0, 0.0], [0.0, 0.0, 0.0], [0.0, 0.0, 0.0], [-0.1, 0.0, 0.0], [0.0, 0.1, 0.0], [-0.1, -0.1, -0.1], [0.0, 0.0, 0.1], [0.1, 0.0, 0.0], [0.0, 0.0, 0.0], [0.0, 0.0, 0.0], [0.0, 0.0, 0.0], [0.0, 0.0, 0.0], [0.0, 0.0, 0.0], [0.0, 0.0, 0.0], [0.0, 0.0, 0.0], [0.0, 0.0, 0.0], [0.0, 0.0, 0.0], [0.0, 0.0, 0.0], [0.0, 0.0, 0.0], [-0.1, 0.0, 0.0], [0.0, 0.0, 0.0], [0.0, 0.0, 0.0], [0.0, 0.0, 0.0], [0.0, 0.0, 0.0], [0.0, 0.0, 0.0], [0.0, 0.0, 0.0], [0.0, 0.0, 0.0], [0.0, 0.0, 0.0], [0.0, 0.0, 0.0], [0.0, 0.0, 0.0]]}

***

3.
{"formula": "C39H39N3O2", "method": "wB97M-V/def2-TZVPD", "homo_ev": -6.353, "de_lowest_ev": 2.442, "charge": 0, "max_force_ev_per_a": 7.8, "spin_multiplicity": 1, "elements": ["C", "C", "C", "C", "C", "C", "N", "C", "N", "C", "C", "C", "C", "C", "C", "C", "C", "C", "C", "C", "C", "C", "C", "H", "H", "H", "H", "H", "H", "H", "H", "H", "H", "H", "H", "H", "H", "H", "H", "H", "H", "H", "H", "H", "H", "H", "H", "C", "N", "C", "C", "C", "C", "C", "C", "C", "C", "O", "C", "C", "C", "C", "C", "C", "C", "O", "C", "C", "H", "H", "H", "H", "H", "H", "H", "H", "H", "H", "H", "H", "H", "H", "H"], "coordinates": [[6.3554, 0.7929, -1.7210], [5.0939, 1.3151, -1.1165], [3.9329, 1.3856, -1.9118], [2.7385, 1.7569, -1.3216], [1.3465, 1.9507, -1.8716], [2.7311, 1.9186, 0.0601], [1.4169, 2.0612, 0.4859], [0.5327, 1.6367, -0.5713], [-0.6981, 2.4276, -0.2432], [-2.0496, 1.9309, -0.2546], [-2.6312, 1.3801, 0.9184], [-1.8594, 1.1248, 2.1832], [-3.9732, 0.9962, 0.8827], [-4.7533, 1.1644, -0.2654], [-6.1872, 0.7148, -0.2905], [-4.1659, 1.7168, -1.4076], [-2.8310, 2.1228, -1.4037], [-2.2211, 2.7861, -2.5937], [-0.3534, 3.3838, 0.7008], [0.8973, 3.1289, 1.1658], [3.8452, 1.9765, 0.8825], [3.7600, 2.2990, 2.3406], [5.0418, 1.6633, 0.2342], [7.2385, 1.2105, -1.2278], [6.4100, -0.3009, -1.6304], [6.3930, 1.0388, -2.7864], [3.9724, 1.1031, -2.9624], [-0.3932, 0.1517, 0.2644], [1.1042, 2.9763, -2.1915], [1.1208, 1.2694, -2.7089], [-2.3784, 0.3510, 2.7671], [-0.8400, 0.7605, 2.0041], [-1.7733, 2.0156, 2.8230], [-4.4218, 0.5360, 1.7691], [-6.7629, 1.3267, -0.9997], [-6.2763, -0.3384, -0.6067], [-6.6451, 0.8063, 0.7045], [-4.7679, 1.8330, -2.3157], [-2.8445, 2.6139, -3.4751], [-2.1232, 3.8715, -2.4544], [-1.2201, 2.3858, -2.7896], [-1.0522, 4.1440, 1.0498], [1.5038, 3.6359, 1.9001], [4.7525, 2.1426, 2.7809], [3.4854, 3.3516, 2.5148], [3.0493, 1.6454, 2.8712], [5.9443, 1.6522, 0.8388], [-5.5997, -3.3496, -0.0982], [-4.4123, -3.3808, 0.7221], [-4.4846, -4.0530, 1.9974], [-3.2835, -2.7156, 0.3703], [-2.2261, -2.6523, 1.3148], [-1.1445, -1.8322, 1.0301], [-1.1434, -1.1943, -0.1784], [0.3668, 0.2564, -0.5473], [1.5045, -0.6635, -0.2658], [2.1836, -1.3824, -1.3182], [1.9037, -1.3541, -2.5219], [3.3685, -1.9909, -0.6421], [3.2949, -1.7012, 0.7314], [4.3622, -1.9234, 1.5802], [5.5081, -2.5284, 1.0596], [5.5731, -2.8649, -0.3075], [4.5128, -2.5729, -1.1757], [2.0470, -0.9427, 1.0216], [1.6391, -0.5512, 2.1332], [-2.0881, -1.2861, -1.1783], [-3.1970, -2.0858, -0.9036], [-5.3675, -3.6273, -1.1370], [-6.3046, -4.0778, 0.3185], [-6.0638, -2.3461, -0.1052], [-3.6710, -4.7870, 2.0986], [-4.4004, -3.3382, 2.8334], [-5.4409, -4.5789, 2.0489], [-2.2380, -3.1927, 2.2562], [-0.3693, -1.6152, 1.7586], [0.0385, -0.0841, -1.5285], [4.2627, -1.5967, 2.6132], [6.3583, -2.7252, 1.7165], [6.4758, -3.3429, -0.6993], [4.5595, -2.7868, -2.2439], [-1.9851, -0.7529, -2.1276], [-3.9831, -2.1959, -1.6475]], "forces_ev_per_angstrom": [[0.4, -0.1, -0.2], [-0.5, 0.0, 0.1], [0.0, 0.1, 0.1], [1.1, 0.0, -0.1], [-0.3, -0.2, -0.3], [0.0, 0.9, 0.2], [0.3, -0.7, 0.7], [-0.5, 5.3, 0.2], [-0.5, -0.5, -1.4], [-0.1, 0.1, 0.6], [0.0, -0.1, -0.5], [0.1, -0.1, 0.4], [-0.1, 0.1, -0.3], [0.3, -0.1, -0.1], [-0.3, 0.0, 0.0], [0.0, -0.1, 0.2], [0.0, -0.2, 0.4], [0.1, 0.0, -0.5], [1.4, 0.5, 1.8], [-1.4, 1.4, -0.1], [-0.1, -0.3, -0.9], [0.3, -0.1, 0.4], [0.0, 0.0, -0.1], [-0.1, 0.0, -0.1], [0.0, 0.2, 0.0], [0.1, 0.0, 0.1], [0.1, 0.1, 0.1], [-1.4, -1.2, 0.7], [0.4, -0.1, 0.2], [0.1, 0.2, 0.4], [0.1, 0.2, -0.1], [-0.1, 0.2, 0.1], [0.0, -0.2, -0.3], [0.2, 0.2, -0.2], [0.1, -0.2, 0.2], [0.0, 0.4, 0.1], [0.1, 0.0, -0.3], [0.2, 0.0, 0.3], [0.1, 0.1, 0.0], [0.0, -0.3, 0.1], [-0.2, 0.2, -0.1], [0.2, -0.4, -0.3], [-0.3, 0.1, -0.1], [-0.2, 0.1, 0.0], [0.1, -0.3, 0.0], [0.1, 0.2, -0.3], [0.1, -0.1, -0.2], [-0.1, 0.1, -0.2], [-0.4, -0.5, 0.0], [0.1, 0.0, 0.2], [-0.2, -0.1, 0.1], [0.2, 0.3, -0.9], [0.4, 0.5, 0.3], [-0.9, 0.8, 0.2], [0.2, -7.6, -1.3], [0.0, 0.0, 0.1], [-0.8, 1.3, 0.3], [0.3, -0.3, 0.4], [1.0, -0.4, 0.4], [0.9, -0.4, -0.1], [-0.5, -0.1, -0.1], [0.2, -0.2, -0.6], [0.2, 0.1, 0.6], [-0.5, 0.0, 0.2], [-0.5, 1.2, -0.6], [0.2, -0.5, -0.4], [0.0, 0.5, -0.2], [0.8, 0.1, 0.6], [-0.2, 0.0, 0.3], [0.1, 0.3, -0.3], [0.1, -0.4, 0.0], [-0.2, 0.1, 0.0], [-0.1, -0.2, -0.1], [0.3, 0.1, 0.2], [-0.1, 0.2, -0.3], [0.1, -0.1, 0.0], [-0.2, 0.1, -0.3], [0.2, -0.2, -0.1], [-0.2, 0.0, -0.3], [-0.3, 0.2, 0.2], [0.1, 0.1, 0.3], [-0.2, -0.2, 0.4], [0.3, 0.1, 0.2]]}